1.
{
  "formula": "C33H44ClN6P2SZn",
  "method": "wB97M-V/def2-TZVPD",
  "relative_energy_kcal_mol": 4.9,
  "spin_multiplicity": 1,
  "orbital_gap_ev": 5.455,
  "energy_ev": -134222.9932,
  "total_charge": 1,
  "elements": ["Zn", "H", "C", "H", "H", "C", "C", "H", "C", "C", "H", "H", "H", "H", "C", "Cl", "C", "C", "C", "C", "N", "C", "H", "H", "H", "H", "H", "H", "C", "H", "H", "H", "H", "H", "H", "C", "C", "C", "P", "H", "C", "C", "H", "H", "H", "S", "H", "H", "C", "C", "H", "C", "H", "C", "C", "H", "N", "C", "C", "H", "C", "H", "C", "N", "H", "H", "N", "H", "C", "H", "P", "N", "C", "C", "H", "H", "C", "C", "H", "C", "H", "H", "H", "C", "N", "H", "H", "H"],
  "positions_angstrom": [[-1.163, -0.290, 1.902], [-1.589, 4.941, 4.920], [0.700, 1.027, 3.876], [1.520, -1.180, 1.142], [0.863, 0.193, 0.268], [-0.906, -0.746, -1.624], [4.685, -1.466, -1.228], [1.977, -3.514, 4.375], [-1.200, -0.995, -6.310], [-3.033, 2.400, -0.608], [3.690, -1.771, 0.631], [0.255, -5.087, -1.545], [3.287, -0.110, -3.988], [0.488, -4.387, 4.293], [-1.052, -1.621, -5.106], [5.936, -1.081, -3.595], [-1.048, -4.443, 0.625], [-0.765, 4.278, 0.615], [1.178, 2.884, -0.061], [-0.086, -3.519, -0.142], [-1.342, 1.265, -2.849], [-0.263, 3.267, -0.419], [-2.909, -2.605, 0.806], [-3.338, 3.159, 0.113], [2.821, 0.756, 4.044], [0.026, 3.257, -2.588], [2.014, -1.251, 4.043], [2.063, 1.460, 5.480], [4.571, -1.002, -2.526], [-3.749, 1.577, -0.567], [1.546, -4.776, 0.430], [-0.567, -5.422, 0.721], [-0.908, -2.691, -5.029], [1.359, 0.003, -2.503], [-2.850, -2.814, -0.964], [-1.580, 3.981, 4.420], [2.355, -0.882, -0.798], [0.285, -2.426, 3.904], [-0.695, -1.695, -0.029], [-0.989, -3.951, -2.093], [3.373, -0.474, -2.973], [-0.028, -4.028, -1.585], [-0.752, 3.859, 1.620], [-3.095, -1.204, -0.267], [-1.986, -4.599, 0.094], [-1.377, -2.430, 3.745], [-1.275, -4.082, 1.625], [-3.492, 1.881, 2.603], [-2.639, 2.280, 3.142], [1.191, -0.844, 0.153], [-1.506, 0.877, -7.352], [-1.391, 0.408, -6.383], [5.627, -1.875, -0.882], [-2.571, -2.159, -0.131], [-0.443, 1.985, 3.773], [-1.594, 2.234, -5.277], [0.997, -3.532, 4.140], [-0.285, 3.930, -1.795], [3.589, -1.397, -0.383], [1.240, 2.436, 0.937], [2.043, 1.438, 4.387], [-1.276, 4.316, -2.045], [-1.127, 0.677, -1.698], [-1.540, 1.531, 3.145], [1.610, 2.183, -0.780], [-1.174, -1.574, -7.226], [-0.935, -1.466, -2.713], [2.300, 2.433, 4.023], [-1.077, -0.855, -3.917], [1.337, -3.402, 1.518], [-1.362, 1.749, -0.203], [1.035, -1.272, 3.804], [-2.709, 3.509, 3.781], [-0.424, 3.211, 4.412], [0.473, 3.554, 4.909], [-1.774, 4.630, 0.394], [2.281, -0.420, -2.115], [-1.438, 1.163, -5.247], [-3.627, 4.082, 3.761], [-1.276, 0.534, -3.990], [-0.105, 5.150, 0.608], [1.801, 3.785, -0.063], [-3.032, 2.815, -1.613], [1.304, -3.709, 0.468], [0.326, -0.151, 3.599], [0.713, -3.496, -2.182], [0.408, 4.778, -1.774], [2.077, -3.183, -0.082]]
}

---

2.
{
  "formula": "C33H44GeN4O7V",
  "method": "wB97M-V/def2-TZVPD",
  "relative_energy_kcal_mol": 17.5,
  "spin_multiplicity": 3,
  "orbital_gap_ev": [7.826, 8.599],
  "energy_ev": -137432.0336,
  "total_charge": 1,
  "elements": ["C", "H", "C", "H", "H", "C", "V", "C", "N", "C", "H", "C", "H", "H", "C", "H", "H", "C", "H", "C", "H", "H", "H", "C", "C", "H", "C", "H", "H", "H", "H", "H", "C", "C", "H", "H", "H", "C", "C", "C", "O", "H", "C", "H", "H", "C", "H", "H", "C", "N", "C", "C", "N", "C", "H", "Ge", "C", "H", "H", "H", "C", "H", "C", "H", "O", "C", "H", "C", "O", "C", "H", "O", "H", "H", "H", "C", "H", "H", "C", "O", "O", "C", "H", "H", "H", "H", "C", "N", "O", "H"],
  "positions_angstrom": [[9.736, 0.440, -3.085], [2.077, -0.087, 3.093], [3.929, 2.587, 0.543], [-1.673, -1.370, 0.875], [10.593, 0.404, -3.745], [4.142, -0.685, -1.967], [0.319, 0.362, 0.750], [-1.854, 2.363, -3.525], [0.033, 0.350, 2.846], [0.987, -1.798, 2.316], [-2.692, 0.903, -0.663], [4.315, -1.782, 0.154], [8.561, 2.160, -0.425], [0.216, 0.959, -4.618], [7.599, -0.418, -2.399], [-1.625, 0.198, 4.169], [-3.529, 1.109, -3.061], [2.903, -2.707, -1.558], [-2.350, 3.317, -3.328], [-1.287, -0.216, 3.215], [5.887, 3.167, -0.181], [3.148, -3.568, 0.389], [7.004, 1.983, 4.624], [1.117, -0.578, 3.253], [4.689, -0.731, -0.683], [-0.301, 1.999, 4.173], [-0.554, 2.620, 2.119], [4.428, 0.108, -2.650], [7.274, -1.664, 1.308], [10.493, 2.086, -1.935], [1.409, 1.222, -3.364], [1.022, -0.905, 4.289], [-2.315, 0.029, 2.132], [8.582, 1.425, -1.223], [7.974, -0.200, 5.257], [2.226, -3.480, -1.897], [-1.169, -1.293, 3.354], [3.264, -1.667, -2.406], [8.697, -0.463, -3.247], [3.427, -2.760, -0.275], [0.790, -1.463, 1.044], [0.404, -1.198, -1.230], [0.336, 1.142, -3.547], [4.721, -1.843, 1.157], [6.796, -1.134, -2.533], [7.187, -0.862, 2.034], [4.851, 2.483, -1.405], [-0.824, 2.481, -1.234], [-0.352, 2.471, -3.272], [0.350, -0.200, -1.438], [7.525, 0.528, -1.379], [7.593, -0.045, 4.256], [-0.094, 2.912, -1.859], [-2.509, 1.257, -2.690], [-2.165, -0.799, -2.124], [6.006, 0.624, -0.166], [2.733, 1.802, 0.071], [-0.181, 3.922, -1.760], [-3.239, -0.511, 2.340], [0.087, 3.233, -3.916], [5.150, 2.383, -0.359], [8.106, -2.018, 3.586], [-0.246, -0.063, -2.802], [-2.551, 1.084, 2.000], [0.973, -2.924, 2.734], [6.561, 1.374, 2.615], [6.155, 2.344, 2.354], [0.142, 1.775, 3.202], [-1.768, -0.405, 0.863], [6.615, 0.356, 1.664], [-1.992, 2.157, -4.588], [-0.444, 2.122, 0.896], [0.853, 2.624, -1.535], [1.198, 2.049, 3.214], [4.125, 2.317, 1.579], [7.666, -1.066, 3.319], [3.624, 3.639, 0.527], [8.743, -1.207, -4.032], [9.679, 1.385, -2.070], [2.324, 1.914, -1.095], [-1.162, 3.621, 2.392], [-1.778, -0.080, -2.851], [-2.052, -0.476, -3.832], [1.332, 0.082, -1.528], [2.882, -1.637, -3.421], [-3.204, 2.395, -1.113], [7.046, 1.178, 3.902], [-2.505, 1.679, -1.285], [2.128, 1.091, 0.962], [0.084, -0.946, -3.357]]
}

---

3.
{
  "formula": "C33H44N4P2Pd",
  "method": "wB97M-V/def2-TZVPD",
  "spin_multiplicity": 3,
  "orbital_gap_ev": [5.774, 6.099],
  "energy_ev": -62945.1969,
  "total_charge": 0,
  "elements": ["C", "H", "H", "H", "H", "H", "H", "C", "H", "C", "H", "H", "C", "H", "C", "H", "H", "H", "N", "C", "N", "C", "H", "C", "C", "H", "C", "C", "C", "H", "H", "C", "H", "H", "H", "H", "C", "C", "H", "C", "C", "H", "C", "H", "C", "H", "C", "C", "H", "H", "P", "C", "H", "H", "C", "H", "H", "H", "H", "H", "C", "C", "C", "P", "C", "H", "H", "N", "H", "H", "H", "H", "C", "H", "C", "C", "Pd", "C", "H", "N", "C", "H", "H", "C"],
  "positions_angstrom": [[3.716, 0.270, -5.090], [2.757, -0.959, 4.306], [-0.153, -1.848, 8.870], [2.962, 0.261, -1.907], [-3.889, 0.651, -5.273], [-2.340, 0.986, 9.946], [0.806, 0.776, -5.257], [-2.007, 3.257, -3.828], [-2.196, 1.937, 8.457], [1.783, -1.249, 4.723], [-5.635, -3.276, -4.658], [0.102, 0.921, 10.235], [-3.763, -2.357, -3.957], [-0.493, 3.734, 2.920], [2.693, -2.403, -6.411], [2.010, -1.014, 2.325], [1.051, 2.537, 1.542], [0.272, 3.191, 4.411], [-1.876, 1.020, -3.475], [-0.766, 0.103, 7.060], [2.339, -2.447, -5.059], [-1.040, -1.257, 9.114], [-1.057, -1.613, -5.844], [-0.040, 2.857, 3.409], [-4.974, -2.423, -4.617], [-3.123, 0.418, 8.460], [-0.530, -0.013, 5.863], [1.698, 1.028, 2.922], [1.376, -0.131, 2.208], [-1.671, 1.864, 4.491], [3.049, -5.615, -5.696], [-1.653, 1.662, -2.250], [-0.715, 1.670, 0.793], [-3.222, -3.080, -3.368], [0.116, -1.219, 0.930], [-1.447, 1.075, -1.371], [3.039, -3.677, -6.828], [2.888, -4.548, -5.698], [-1.923, -1.792, 8.752], [-1.054, 1.778, 3.590], [2.466, -3.777, -4.630], [5.387, 1.668, -5.254], [-0.866, -0.616, -5.412], [3.329, -3.934, -7.834], [4.477, 1.294, -3.209], [-2.264, 1.768, -5.468], [-0.955, 0.153, 8.516], [0.423, -0.172, 1.055], [1.057, -0.550, -6.410], [0.271, 1.923, 8.780], [-1.572, -0.697, -3.679], [1.211, 2.413, 2.620], [-1.646, 0.181, 0.676], [-1.388, 0.117, -6.047], [-5.190, -1.158, -5.259], [0.927, 0.128, 0.125], [5.037, 1.940, -2.556], [1.715, -1.099, 5.806], [-2.262, 0.194, 2.887], [-6.028, -0.861, -5.868], [-2.082, 2.012, -4.435], [0.226, 0.895, 9.149], [-1.734, 3.034, -2.436], [1.544, -1.218, -4.048], [-2.236, 0.919, 8.859], [3.527, -0.066, -6.090], [1.173, 0.402, 8.919], [-3.222, -1.074, -4.141], [-2.109, 4.202, -4.337], [2.652, -1.491, -6.984], [-1.589, 3.790, -1.684], [1.489, -2.267, 4.421], [-0.849, 0.679, 1.248], [2.225, -4.037, -3.610], [0.641, -0.303, -5.419], [-1.356, 0.778, 2.670], [0.113, -0.193, 4.028], [-4.096, -0.357, -4.971], [2.015, 3.101, 2.914], [2.966, -0.198, -4.007], [4.666, 1.167, -4.629], [2.505, 0.959, 3.655], [-1.110, -1.182, 10.204], [3.425, 0.460, -2.856]]
}

---

4.
{
  "formula": "C33H45BrN6O5PSc",
  "method": "wB97M-V/def2-TZVPD",
  "spin_multiplicity": 1,
  "orbital_gap_ev": [7.175, 7.174],
  "energy_ev": -154159.5785,
  "total_charge": 0,
  "elements": ["H", "C", "C", "H", "C", "H", "Br", "C", "H", "C", "H", "C", "C", "H", "C", "H", "H", "H", "H", "H", "N", "C", "C", "C", "H", "C", "C", "H", "H", "C", "H", "C", "C", "H", "H", "H", "H", "H", "H", "O", "C", "C", "O", "C", "H", "H", "H", "C", "H", "C", "H", "H", "H", "H", "C", "H", "P", "H", "N", "C", "H", "N", "H", "H", "C", "C", "H", "O", "N", "N", "C", "H", "N", "C", "H", "H", "C", "O", "H", "H", "C", "O", "C", "C", "H", "H", "H", "Sc", "C", "C", "H", "H"],
  "positions_angstrom": [[-2.756, -24.425, 3.357], [-4.524, -21.658, 6.884], [3.142, -18.318, 10.988], [-1.214, -26.449, 3.655], [1.676, -13.709, 12.838], [-2.016, -15.229, 11.699], [3.219, -16.122, 4.290], [2.576, -17.858, 4.794], [-1.022, -26.130, 5.365], [-1.804, -22.937, 14.257], [-1.510, -15.686, 14.055], [-1.175, -25.640, 4.393], [0.090, -23.917, 12.961], [-4.676, -24.932, 8.628], [-4.610, -20.957, 5.535], [4.221, -20.040, 11.408], [-2.658, -17.541, 15.250], [1.926, -21.445, 5.675], [0.882, -17.903, 3.469], [4.122, -18.094, 6.248], [-1.507, -19.788, 12.317], [1.207, -19.795, 4.524], [2.931, -15.521, 10.711], [-1.788, -16.232, 12.080], [-0.114, -14.604, 13.433], [-2.881, -19.371, 12.256], [2.072, -20.427, 5.411], [-2.835, -21.071, 14.036], [-2.437, -23.145, 15.110], [3.232, -19.656, 11.747], [-5.517, -21.785, 7.266], [2.839, -13.456, 12.170], [-2.602, -25.228, 8.417], [-0.776, -24.835, 14.591], [4.148, -13.811, 10.555], [-0.279, -25.046, 4.125], [-4.194, -17.946, 13.163], [3.625, -16.064, 10.103], [-3.243, -25.241, 4.906], [-2.105, -23.551, 5.017], [-1.200, -20.993, 12.726], [-2.328, -17.692, 14.224], [-0.447, -19.370, 9.206], [1.897, -16.292, 11.270], [-3.709, -20.309, 5.448], [3.934, -17.711, 11.390], [0.705, -24.802, 12.910], [3.311, -14.226, 11.115], [-1.361, -18.228, 14.368], [-2.438, -24.793, 4.352], [-4.043, -26.372, 9.503], [-5.468, -20.256, 5.435], [0.451, -20.375, 4.067], [1.527, -13.083, 13.764], [-0.883, -23.957, 13.918], [-3.161, -15.758, 13.555], [-2.406, -23.313, 6.579], [-2.428, -16.874, 11.474], [-1.146, -18.941, 8.072], [3.353, -18.610, 5.730], [2.609, -21.699, 11.848], [1.875, -17.630, 11.200], [-3.901, -21.082, 7.598], [-4.258, -26.409, 7.731], [0.447, -22.869, 12.131], [-1.982, -21.709, 13.682], [-4.628, -21.629, 4.688], [-1.031, -19.664, 7.109], [-0.364, -16.661, 11.837], [0.854, -20.520, 11.678], [0.679, -15.836, 11.878], [-2.501, -24.425, 9.165], [2.997, -19.830, 6.087], [-3.349, -18.625, 13.531], [3.401, -12.610, 12.485], [-3.787, -19.260, 14.275], [0.039, -21.503, 12.148], [-2.320, -24.857, 7.078], [3.243, -19.526, 12.841], [1.220, -23.021, 11.386], [0.693, -14.676, 12.695], [-4.012, -23.031, 6.686], [-2.185, -16.319, 13.529], [2.203, -20.783, 11.310], [2.341, -20.959, 10.192], [-3.087, -18.774, 11.369], [-1.862, -26.017, 8.689], [-0.009, -18.637, 11.128], [1.471, -18.472, 4.174], [-4.016, -25.789, 8.586], [3.419, -18.446, 9.899], [-3.556, -20.249, 12.136]]
}

---

5.
{
  "formula": "C33H45ClIN3O5S",
  "method": "wB97M-V/def2-TZVPD",
  "spin_multiplicity": 1,
  "orbital_gap_ev": 5.440,
  "energy_ev": -81107.5681,
  "total_charge": 0,
  "elements": ["N", "H", "C", "H", "H", "C", "C", "Cl", "N", "C", "H", "C", "C", "H", "H", "O", "H", "H", "C", "H", "H", "H", "C", "C", "H", "H", "H", "C", "H", "C", "C", "H", "C", "H", "S", "H", "H", "H", "H", "O", "C", "O", "C", "C", "C", "C", "H", "H", "C", "C", "C", "C", "H", "I", "H", "N", "H", "H", "C", "C", "H", "H", "C", "C", "H", "O", "H", "C", "H", "H", "O", "C", "H", "H", "C", "C", "H", "H", "H", "H", "C", "H", "H", "C", "H", "H", "C", "H", "H"],
  "positions_angstrom": [[0.328, 1.600, 1.080], [-2.681, 3.276, 0.262], [3.167, 1.692, -1.192], [-2.931, -3.039, 1.553], [-3.015, -2.980, -1.395], [0.949, -1.615, -0.681], [-0.108, 0.523, -1.555], [-6.406, -2.695, -4.661], [1.796, 2.119, -3.233], [-0.723, -4.960, -0.194], [1.012, 0.195, 6.312], [-1.057, 2.810, -2.234], [1.429, 3.449, -2.796], [-0.590, -6.006, -0.460], [1.003, -4.276, -1.206], [-5.131, -3.104, -5.215], [-2.593, -0.718, -0.977], [1.948, -1.805, -0.271], [-0.180, 2.291, 0.087], [1.059, -1.770, -1.758], [0.071, 4.013, 1.343], [2.012, 2.194, -4.226], [-2.085, -3.348, 0.945], [2.895, 1.532, -2.545], [3.510, 0.538, -4.336], [0.020, -1.012, -3.124], [3.960, 0.919, 6.465], [-3.050, -0.897, -1.954], [-0.129, 4.819, -2.324], [-0.070, -2.666, -0.211], [-0.047, 3.856, -2.834], [-0.247, 4.444, -0.317], [-2.111, 3.455, 2.412], [-1.848, 3.380, -1.731], [-2.182, -0.102, -3.341], [2.643, 1.974, 6.025], [4.490, 1.198, 0.412], [-2.205, -6.632, 1.302], [5.934, -0.283, -0.947], [-6.836, -3.666, -3.680], [-0.515, 3.727, 0.461], [2.251, 4.267, -2.433], [4.798, 0.038, -2.722], [-2.010, 3.841, 0.912], [5.077, 0.227, -1.376], [0.485, -0.189, -0.468], [-1.355, -1.334, 0.813], [-4.039, -0.420, -1.927], [-1.826, -4.655, 0.586], [1.224, 0.258, 3.177], [3.431, 0.698, 4.396], [3.726, 0.703, -3.278], [-1.557, 2.298, -3.056], [-3.430, 1.784, 2.706], [-1.145, 3.174, 2.840], [0.640, 0.366, 0.724], [-4.351, -2.577, -2.515], [2.513, 2.347, -0.618], [2.403, 1.272, 3.372], [-0.374, -0.011, -2.933], [2.875, 1.539, 2.421], [5.389, -0.618, -3.356], [1.231, -0.451, 1.826], [-0.446, 1.854, -1.235], [1.389, -0.531, 3.922], [-6.251, -1.401, -4.016], [0.026, 0.639, -3.711], [2.067, -0.065, 6.473], [-3.185, -5.379, 2.034], [-3.615, -5.912, 0.378], [-7.383, -2.596, -5.714], [-2.792, -5.735, 1.074], [-2.255, 4.908, 0.826], [3.576, -0.378, 4.223], [4.258, 1.051, -0.643], [0.154, -3.979, -0.594], [-0.311, 4.055, -3.884], [-2.732, -2.737, -3.154], [0.678, -1.389, 1.949], [1.970, 2.147, 3.874], [-3.292, -2.397, -2.278], [4.362, 1.255, 4.212], [2.215, -1.053, 6.013], [3.043, 0.964, 5.859], [2.199, -0.200, 7.553], [2.249, -0.756, 1.551], [-1.191, -2.378, 0.532], [0.252, 0.689, 3.440], [-2.430, 4.338, 2.973]]
}